Run one
A cluster of 2 separate species, C2H6N2O2 in total. Source: the OMol25 dataset; level of theory: ωB97M-V/def2-TZVPD.

## Properties
LUMO energy: 0.0250 Eh
Frontier orbital gap: 0.3887 hartree
E_HOMO: -0.3636 Eh
Net charge: 0

Cartesian coordinates (Å):
N  -1.93009  0.65932  -1.04033
C  -2.31598  -0.58188  -0.90481
O  -2.22655  -1.21480  0.14815
H  -1.72074  1.19307  -0.19309
H  -2.10174  1.14726  -1.92292
H  -2.69513  -1.01115  -1.86380
N  2.32730  0.04643  1.63504
C  1.97731  -0.09314  0.33882
O  2.48634  -1.00354  -0.31953
H  3.12521  -0.47527  2.00614
H  1.83868  0.72297  2.22671
H  1.23538  0.61073  -0.11039

Run two
A structure of composition C2H6N2O2. Source: the OMol25 dataset; level of theory: ωB97M-V/def2-TZVPD.

## Properties
LUMO energy: 0.0117 Eh
Frontier orbital gap: 0.3070 hartree
E_HOMO: -0.2953 Eh
Net charge: 0

Cartesian coordinates (Å):
C  0.76654  0.37392  0.54623
N  -1.21279  0.57640  -0.18409
C  0.09351  -0.82699  0.34630
N  -1.39975  0.45467  -1.55782
O  2.22058  -0.48651  1.16428
O  -0.18705  -1.94710  0.22946
H  2.03348  -0.83305  2.05101
H  -2.02535  0.21057  0.31233
H  -0.84960  1.14910  -2.05046
H  -1.21711  -0.47817  -1.93385
H  1.26665  0.80299  -0.31050
H  0.51087  1.00418  1.38711

Need the numbers? Relative energies in kJ/mol: run one 0.0; run two 527.5.

Run one
A cluster of 2 separate species, C2H6N2O2 in total. Source: the OMol25 dataset; level of theory: ωB97M-V/def2-TZVPD.

## Properties
LUMO energy (spin up / spin down): -0.0317 / -0.0228 Eh
Frontier orbital gap (spin up / spin down): 0.3465 / 0.3444 hartree
E_HOMO (spin up / spin down): -0.3781 / -0.3672 Eh
Net charge: 0

Cartesian coordinates (Å):
C  -0.27191  -1.86639  -0.05594
C  0.48832  1.69672  0.11136
N  0.27814  -0.58306  0.17087
N  -0.15268  0.47852  -0.33260
O  1.25423  -0.42995  1.91428
O  -1.01919  0.49561  -1.19961
H  -1.22637  -1.96353  0.47047
H  0.42597  -2.60280  0.33424
H  -0.44425  -2.01336  -1.12675
H  1.14631  2.06567  -0.67457
H  1.05503  1.43667  1.00890
H  -0.27606  2.44865  0.30661

Run two
A cluster of 2 separate species, C2H6N2O2 in total. Source: the OMol25 dataset; level of theory: ωB97M-V/def2-TZVPD.

## Properties
LUMO energy: 0.0225 Eh
Frontier orbital gap: 0.3873 hartree
E_HOMO: -0.3648 Eh
Net charge: 0

Cartesian coordinates (Å):
H  -0.47372  1.89554  -0.81738
N  -0.15137  0.97846  -0.74341
C  0.93968  0.85032  -0.06341
N  1.86195  -0.14582  -0.25105
H  1.44449  1.69432  0.42924
H  2.79136  0.15891  -0.00650
H  1.77465  -0.63376  -1.11758
O  -2.72959  -0.02920  0.52676
C  -1.93113  -0.93416  0.80587
O  -1.31409  -1.72003  -0.08441
H  -1.59410  -1.01679  1.84440
H  -0.61813  -1.09779  -0.52253

Need the numbers? Relative energies in kJ/mol: run one 610.1; run two 0.0.